ORCA calculation (ωB97M-V with the def2-TZVPD basis set) on C34H37BrFeGeN3Si as an isolated structure.

Each line ends with the Löwdin spin population.
Positions of all 78 atoms, in Å:
Fe (0.091, 1.250, 1.448)  3.70
C (-2.673, 0.733, 4.950)  0.00
C (-2.178, 1.409, 3.690)  0.01
C (-2.822, 2.656, 3.427)  0.01
C (-2.827, 3.465, 2.326)  0.00
C (-2.133, 3.488, 1.107)  -0.01
C (-1.019, 2.789, 0.757)  -0.09
N (-1.250, 0.849, 2.964)  0.04
N (-0.089, 2.573, -0.028)  0.01
Si (0.892, 3.586, -1.165)  0.00
C (0.289, 3.076, -2.849)  0.00
C (2.696, 3.261, -0.896)  0.00
C (0.406, 5.336, -0.739)  0.00
H (-3.667, 1.090, 5.203)  0.00
H (-2.002, 0.992, 5.774)  0.00
H (-2.698, -0.349, 4.869)  0.00
H (-3.516, 2.949, 4.202)  0.00
H (-3.553, 4.270, 2.394)  0.00
H (-2.446, 4.211, 0.359)  -0.01
H (0.498, 2.026, -3.034)  0.00
H (-0.786, 3.227, -2.952)  0.00
H (0.797, 3.662, -3.616)  0.00
H (2.873, 2.225, -0.615)  0.00
H (3.096, 3.891, -0.103)  0.00
H (3.248, 3.456, -1.815)  0.00
H (-0.619, 5.570, -1.024)  0.00
H (1.065, 6.023, -1.273)  0.00
H (0.520, 5.529, 0.328)  0.00
C (0.297, -4.477, 4.054)  0.00
C (-0.102, -3.044, 3.863)  0.01
C (0.628, -1.992, 4.408)  0.00
C (0.250, -0.687, 4.155)  0.01
C (-0.867, -0.485, 3.350)  0.01
Br (2.003, 2.100, 2.599)  0.19
N (-1.601, -1.463, 2.843)  0.02
C (-1.218, -2.708, 3.103)  0.01
H (0.683, -4.650, 5.059)  0.00
H (1.078, -4.761, 3.347)  0.00
H (-0.549, -5.143, 3.896)  0.00
H (1.495, -2.194, 5.024)  0.00
H (0.809, 0.157, 4.531)  0.00
H (-1.832, -3.491, 2.673)  0.00
C (0.447, -0.622, 0.707)  0.84
Ge (0.441, -1.113, -1.148)  0.11
C (-1.122, -0.298, -2.009)  0.00
C (-1.353, -0.407, -3.380)  0.00
C (-2.453, 0.189, -3.975)  0.00
C (-3.362, 0.897, -3.203)  0.00
C (-3.176, 0.979, -1.832)  0.00
C (-2.069, 0.380, -1.248)  0.01
C (2.145, -0.499, -1.912)  0.03
C (2.347, -0.256, -3.270)  0.00
C (3.590, 0.123, -3.754)  0.00
C (4.666, 0.247, -2.886)  0.00
C (4.488, -0.002, -1.536)  0.00
C (3.237, -0.365, -1.056)  0.01
C (0.318, -3.025, -1.541)  0.01
C (1.419, -3.756, -1.975)  0.00
C (1.313, -5.113, -2.249)  0.00
C (0.097, -5.758, -2.094)  0.00
C (-1.012, -5.044, -1.665)  0.00
C (-0.899, -3.690, -1.394)  0.00
H (0.884, -1.331, 1.411)  0.06
H (-0.676, -0.982, -4.001)  0.00
H (-2.606, 0.096, -5.043)  0.00
H (-4.222, 1.362, -3.666)  0.00
H (-3.893, 1.503, -1.213)  0.00
H (-1.958, 0.437, -0.168)  0.01
H (1.528, -0.357, -3.969)  0.00
H (3.723, 0.319, -4.811)  0.00
H (5.637, 0.536, -3.264)  0.00
H (5.320, 0.097, -0.851)  0.00
H (3.105, -0.523, 0.008)  0.01
H (2.377, -3.265, -2.103)  0.00
H (2.181, -5.664, -2.584)  0.00
H (0.011, -6.815, -2.312)  0.00
H (-1.965, -5.541, -1.544)  0.00
H (-1.776, -3.142, -1.067)  0.00

Summary:
- LUMO energy (spin up / spin down): -0.007 / -0.024 Ha
- F_max: 0.5 eV/A
- Orbital gap (spin up / spin down): 7.4 / 7.3 eV
- Energy relative to the best compared isomer or geometry (same formula, charge and spin): 24.4 kcal per mole
- 2S+1: 6
- Net charge: 0

ORCA calculation (ωB97M-V with the def2-TZVPD basis set) on C34H38BInN13O7 as an isolated structure.

Each line ends with the Löwdin spin population.
Positions of all 94 atoms, in Å:
In (-0.180, -0.060, 0.372)  0.00
C (0.621, -3.683, 1.014)  0.00
C (1.211, -2.695, 1.964)  0.00
C (2.036, -2.983, 3.056)  0.00
C (2.333, -1.764, 3.621)  0.00
N (1.709, -0.813, 2.911)  0.00
N (1.026, -1.375, 1.881)  0.00
B (1.827, 0.718, 2.971)  0.00
N (0.420, 1.365, 3.093)  0.00
C (-0.009, 2.234, 4.023)  0.00
C (-1.351, 2.471, 3.814)  0.00
C (-1.695, 1.689, 2.705)  0.00
C (-3.037, 1.482, 2.088)  0.00
N (-0.611, 1.044, 2.276)  0.00
N (2.502, 1.157, 1.633)  0.00
C (3.788, 1.436, 1.398)  0.00
C (3.942, 1.746, 0.066)  0.00
C (2.666, 1.609, -0.482)  0.00
C (2.281, 1.939, -1.885)  0.00
N (1.807, 1.196, 0.461)  0.01
N (2.618, 1.194, 4.183)  0.00
C (3.490, 2.211, 4.391)  0.00
C (3.761, 2.272, 5.733)  0.00
C (2.991, 1.236, 6.300)  0.00
C (2.890, 0.827, 7.735)  0.00
N (2.301, 0.603, 5.368)  0.00
H (0.855, -4.691, 1.352)  0.00
H (1.031, -3.556, 0.012)  0.00
H (-0.461, -3.585, 0.946)  0.00
H (2.364, -3.955, 3.383)  0.00
H (2.921, -1.506, 4.482)  0.00
H (0.656, 2.596, 4.788)  0.00
H (-2.002, 3.101, 4.395)  0.00
H (-3.647, 2.379, 2.202)  0.00
H (-3.559, 0.668, 2.597)  0.00
H (-2.983, 1.226, 1.027)  0.00
H (4.528, 1.373, 2.177)  0.00
H (4.844, 2.045, -0.440)  0.00
H (3.003, 1.517, -2.587)  0.00
H (2.301, 3.022, -2.024)  0.00
H (1.284, 1.586, -2.126)  0.00
H (3.806, 2.876, 3.606)  0.00
H (4.410, 2.970, 6.235)  0.00
H (3.457, 1.507, 8.369)  0.00
H (3.281, -0.180, 7.882)  0.00
H (1.852, 0.831, 8.066)  0.00
O (-0.920, -0.860, -3.848)  0.04
C (-0.127, -0.515, -2.982)  0.01
O (-0.354, 0.223, -1.965)  0.00
C (1.297, -1.036, -3.139)  0.22
C (1.821, -1.175, -4.407)  -0.02
C (3.147, -1.531, -4.538)  0.20
C (4.004, -1.773, -3.448)  0.00
C (3.503, -1.697, -2.193)  0.11
C (2.093, -1.374, -1.959)  0.05
O (1.567, -1.393, -0.846)  0.28
N (4.448, -1.932, -1.077)  0.01
O (5.622, -2.029, -1.381)  0.01
O (4.013, -1.989, 0.048)  0.01
N (3.725, -1.640, -5.895)  0.02
O (4.897, -1.945, -5.974)  0.04
O (2.988, -1.414, -6.829)  0.02
H (1.200, -0.987, -5.271)  0.00
H (5.042, -2.015, -3.620)  0.00
N (-0.764, 2.450, -0.437)  0.00
C (-1.601, 3.650, -0.213)  0.00
C (-2.598, 3.944, -1.334)  0.00
C (-3.971, 3.259, -1.268)  0.00
C (-4.110, 1.950, -2.034)  0.00
N (-3.390, 0.853, -1.389)  0.00
H (0.169, 2.661, -0.097)  0.00
H (-0.669, 2.281, -1.434)  0.00
H (-0.948, 4.522, -0.112)  0.00
H (-2.127, 3.549, 0.737)  0.00
H (-2.121, 3.735, -2.301)  0.00
H (-2.759, 5.025, -1.324)  0.00
H (-4.720, 3.955, -1.654)  0.00
H (-4.232, 3.070, -0.222)  0.00
H (-3.801, 2.107, -3.078)  0.00
H (-5.168, 1.685, -2.062)  0.00
H (-3.793, -0.036, -1.659)  0.00
H (-2.424, 0.804, -1.696)  0.00
N (-5.649, -5.217, 0.683)  0.00
C (-4.835, -4.409, 0.604)  0.00
C (-3.816, -3.398, 0.505)  0.00
C (-3.351, -2.764, 1.654)  0.00
C (-2.362, -1.800, 1.543)  0.00
C (-1.823, -1.437, 0.307)  0.00
C (-2.307, -2.083, -0.830)  0.00
C (-3.291, -3.056, -0.739)  0.00
H (-3.757, -3.035, 2.620)  0.00
H (-1.990, -1.336, 2.452)  0.00
H (-1.937, -1.830, -1.815)  0.00
H (-3.656, -3.554, -1.629)  0.00

Summary:
- LUMO energy (spin up / spin down): -0.046 / -0.145 Ha
- F_max: 0.4 eV/A
- Orbital gap (spin up / spin down): 7.8 / 5.1 eV
- Energy relative to the best compared isomer or geometry (same formula, charge and spin): 6.8 kcal per mole
- 2S+1: 2
- Net charge: 0

Question: Which of these has the lowest 2S+1?
Answer: C34H38BInN13O7

Question: Which of these has the highest energy relative to the best compared isomer or geometry (same formula, charge and spin)?
Answer: C34H37BrFeGeN3Si